<a>
Formula: C3H7N2S
Source: the Open Molecules 2025 dataset
Level of theory: ωB97M-V/def2-TZVPD

Properties
Frontier orbital gap = 7.8 eV
Net charge = +1
LUMO = -0.2109 Ha
Molar mass = 103.170 g/mol

CARTESIAN COORDINATES (ANGSTROEM)
C  -0.59  2.53  0.11
C  0.82  0.62  -0.04
C  2.03  -1.60  -0.02
N  0.41  1.80  -0.12
N  1.52  -0.32  -0.10
S  -2.46  -0.58  -0.03
H  -1.53  2.17  0.52
H  -0.50  3.59  -0.13
H  1.24  -2.34  -0.15
H  2.80  -1.72  -0.77
H  2.48  -1.73  0.97
H  -3.41  -0.79  -0.93
H  -2.81  -1.63  0.70


<b>
Formula: C3H7N2S
Source: the Open Molecules 2025 dataset
Level of theory: ωB97M-V/def2-TZVPD

Properties
Frontier orbital gap (spin up / spin down) = 7.9 / 7.9 eV
Net charge = +1
LUMO (spin up / spin down) = -0.1907 / -0.1907 Ha
Molar mass = 103.170 g/mol

CARTESIAN COORDINATES (ANGSTROEM)
C  0.31  -1.73  -0.24
C  1.47  0.23  -0.16
C  0.36  1.12  -0.41
N  -0.86  -1.54  0.12
N  -0.77  1.16  0.54
S  2.90  -0.06  0.30
H  0.62  -2.76  -0.61
H  -0.27  0.85  -1.35
H  0.65  2.20  -0.59
H  -1.53  -2.34  0.23
H  -1.08  -0.50  0.35
H  -1.36  1.96  0.30
H  -0.44  1.42  1.52


<c>
Formula: C3H7N2S
Source: the Open Molecules 2025 dataset
Level of theory: ωB97M-V/def2-TZVPD

Properties
Frontier orbital gap = 8.5 eV
Net charge = +1
LUMO = -0.1658 Ha
Molar mass = 103.170 g/mol

CARTESIAN COORDINATES (ANGSTROEM)
C  0.94  0.72  0.78
C  -1.20  -0.27  -0.87
C  -0.27  -1.04  -0.13
N  0.72  0.94  2.05
N  0.02  -0.73  -1.44
S  1.91  1.46  -0.23
H  -2.11  -0.77  -1.20
H  -1.34  0.78  -0.56
H  -0.31  -1.90  0.53
H  -0.23  0.72  2.48
H  1.28  1.59  2.54
H  -0.04  -1.54  -2.23
H  0.64  0.04  -1.73


<d>
Formula: C3H7N2S
Source: the Open Molecules 2025 dataset
Level of theory: ωB97M-V/def2-TZVPD

Properties
Frontier orbital gap = 8.5 eV
Net charge = +1
LUMO = -0.1848 Ha
Molar mass = 103.170 g/mol

CARTESIAN COORDINATES (ANGSTROEM)
C  -1.43  1.01  0.41
C  1.91  -0.91  -0.20
C  -0.45  1.47  -0.35
N  -0.40  -1.64  0.10
N  0.55  -1.05  -0.08
S  -2.34  -0.38  -0.17
H  -1.67  1.39  1.39
H  2.14  -0.49  -1.18
H  2.41  -1.87  -0.07
H  2.26  -0.19  0.55
H  -0.29  1.10  -1.35
H  0.17  2.30  -0.05
H  -2.87  -0.75  1.01


Which of them is least stable? Easy: <c>.


<a>
Formula: C3H12O4
Source: the Open Molecules 2025 dataset
Level of theory: ωB97M-V/def2-TZVPD

Properties
Frontier orbital gap = 9.9 eV
Net charge = 0
SMILES = C=CCO.O.O.O
LUMO = 0.0118 Ha
Molar mass = 112.125 g/mol

CARTESIAN COORDINATES (ANGSTROEM)
C  -3.37  -1.66  1.52
C  -2.10  -1.61  1.06
C  -1.58  -0.42  0.29
O  -0.16  -0.38  0.34
H  -3.69  -2.48  2.14
H  -3.97  -0.75  1.51
H  -1.58  -2.55  1.03
H  -1.90  -0.64  -0.74
H  -1.98  0.50  0.71
H  0.16  0.36  0.85
O  2.40  -0.99  -2.27
H  3.08  -1.44  -1.79
H  2.02  -0.47  -1.56
O  1.93  2.43  -1.53
H  1.24  3.08  -1.70
H  2.44  2.58  -2.34
O  2.34  1.15  0.90
H  2.71  1.82  1.50
H  2.00  1.47  0.08


<b>
Formula: C3H12O4
Source: the Open Molecules 2025 dataset
Level of theory: ωB97M-V/def2-TZVPD

Properties
Frontier orbital gap = 9.4 eV
Net charge = 0
SMILES = C/C=C/O.O.O.O
LUMO = 0.0192 Ha
Molar mass = 112.125 g/mol

CARTESIAN COORDINATES (ANGSTROEM)
C  3.05  1.26  1.56
C  2.39  0.27  0.64
C  1.18  0.45  0.12
O  0.52  -0.54  -0.56
H  2.24  1.68  2.18
H  3.55  2.08  1.06
H  3.70  0.76  2.26
H  2.76  -0.74  0.46
H  0.59  1.29  0.49
H  -0.13  -1.03  -0.04
O  -1.53  -2.07  1.28
H  -1.99  -1.64  0.54
H  -1.99  -1.72  2.05
O  -1.18  1.38  -2.03
H  -1.29  1.52  -2.98
H  -0.66  0.57  -1.90
O  -2.91  -0.57  -0.62
H  -3.00  0.38  -0.77
H  -3.58  -1.14  -1.01


<c>
Formula: C3H12O4
Source: the Open Molecules 2025 dataset
Level of theory: ωB97M-V/def2-TZVPD

Properties
Frontier orbital gap = 11.0 eV
Net charge = 0
SMILES = OCCCO.O.O
LUMO = 0.0144 Ha
Molar mass = 112.125 g/mol

CARTESIAN COORDINATES (ANGSTROEM)
O  -0.61  1.28  -2.70
C  0.14  0.40  -1.68
C  -0.28  1.06  -0.43
C  0.30  0.48  0.87
O  1.67  0.88  1.20
H  -0.24  0.81  -3.49
H  0.07  -0.63  -1.76
H  1.31  0.52  -1.79
H  -0.14  2.12  -0.26
H  -1.41  1.02  -0.52
H  -0.33  0.78  1.72
H  0.10  -0.55  0.80
H  2.14  1.00  0.37
O  -3.77  -0.85  2.93
H  -3.48  -0.03  2.54
H  -3.02  -1.39  2.89
O  2.47  -2.02  -0.52
H  2.09  -2.05  0.45
H  2.99  -2.84  -0.64


<d>
Formula: C3H12O4
Source: the Open Molecules 2025 dataset
Level of theory: ωB97M-V/def2-TZVPD

Properties
Frontier orbital gap = 10.4 eV
Net charge = 0
SMILES = CCC=O.O.O.O
LUMO = 0.0109 Ha
Molar mass = 112.125 g/mol

CARTESIAN COORDINATES (ANGSTROEM)
C  1.57  1.24  2.69
C  2.46  0.66  1.61
C  1.80  1.12  0.32
O  2.41  1.71  -0.53
H  0.48  0.94  2.72
H  1.38  2.32  2.67
H  1.98  0.97  3.72
H  3.47  1.05  1.76
H  2.47  -0.46  1.70
H  0.73  0.84  0.29
O  -2.26  0.83  -1.63
H  -1.51  1.43  -1.74
H  -1.77  -0.01  -1.63
O  -4.85  -3.30  1.20
H  -3.96  -3.08  0.91
H  -5.24  -2.57  1.70
O  0.48  -1.46  -3.14
H  -0.18  -1.28  -3.81
H  1.04  -0.70  -2.96


Which of them is least stable? Easy: <c>.


<a>
Formula: BH4Rb
Source: the Open Molecules 2025 dataset
Level of theory: ωB97M-V/def2-TZVPD

Properties
Frontier orbital gap = 7.6 eV
Net charge = 0
LUMO = -0.0351 Ha
Molar mass = 100.312 g/mol

CARTESIAN COORDINATES (ANGSTROEM)
Rb  1.89  -1.53  0.78
B  -0.38  0.31  -0.15
H  -1.05  -0.35  -0.68
H  0.58  0.32  -0.64
H  -0.81  1.30  -0.18
H  -0.22  -0.04  0.86


<b>
Formula: BH4Rb
Source: the Open Molecules 2025 dataset
Level of theory: ωB97M-V/def2-TZVPD

Properties
Frontier orbital gap = 8.7 eV
Net charge = 0
LUMO = -0.0159 Ha
Molar mass = 100.312 g/mol

CARTESIAN COORDINATES (ANGSTROEM)
Rb  0.13  -0.69  -1.69
B  -0.03  0.16  0.34
H  0.87  -0.44  0.38
H  -0.79  -0.56  0.06
H  -0.20  0.60  1.31
H  0.02  0.93  -0.41


Which of them is least stable? Easy: <b>.